DFT (wB97M-V/def2-TZVPD) results for 4 unconnected molecules or ions with the total composition C31H43F17IN2O14S2 at a distorted geometry.

Properties
Net charge: +1
E, Ha: -5161.239287
Multiplicity: 1
Orbital gap, eV: 5.8
Maximum force, eV/Å: 4.57

Geometry (Å):
H -2.0896 -0.8562 -0.2909
F 5.9802 -3.6402 -1.8236
C 1.1658 -0.9684 -3.2464
C 0.9517 -8.8559 -3.0156
O -7.7884 5.1538 7.8931
H 0.0162 4.7648 3.3141
C 4.8505 -4.3521 -2.0306
H -5.7933 -0.4037 6.5204
H -4.6599 -0.5085 5.1656
H -1.5783 3.1376 -1.2307
H -1.1897 5.9762 3.9011
C -3.2081 -0.8021 -0.3863
C 2.5832 -1.2159 -2.9534
C -5.1107 0.1672 5.8929
H -5.6568 5.9774 10.8252
I 4.0046 2.6773 -1.3152
H 4.9660 0.0063 -0.9468
C 2.2346 -7.0886 -2.2342
H 1.3672 -6.4779 -1.9832
H -0.3369 -11.7764 -3.4742
H -8.5799 2.7623 7.0243
H -4.6023 4.3642 3.4981
H -1.3191 3.0793 0.5442
O -5.8747 1.1796 5.2349
F 9.5574 -2.4030 -0.9787
O -6.7318 3.1502 7.9032
H -0.0594 3.0588 -2.7219
C -1.0317 5.0764 -0.3573
F 7.1000 2.1391 -3.2341
F 8.3622 -0.2793 -4.2880
F 10.4780 -1.0648 -2.5490
C 3.2799 -2.5891 -3.2481
C 0.6075 3.0719 -0.6346
H -3.5977 0.1577 0.0450
C 5.7302 0.2336 -3.0901
C 7.0471 0.8986 -2.5779
H -3.5164 -1.9336 -2.2779
C -0.8637 0.7968 -3.3003
H 5.9776 -0.5618 -3.8422
H -4.8162 -0.7537 -1.8831
S 0.0416 -2.2275 -3.9077
H 3.0177 -6.8944 -1.5050
H 2.6120 -6.8327 -3.2258
N -3.8225 -1.9242 0.3823
F 2.5139 -4.4109 -1.8361
H -1.5841 4.2173 3.9469
O 1.9117 -8.4738 -2.1626
H -3.0252 -0.2501 -3.8344
H -3.8401 1.0399 -2.8906
C 3.5236 -3.4725 -1.9269
F 2.6123 -3.4055 -4.1031
H -1.2260 -10.2471 -3.5061
O -1.8034 0.7019 -2.3280
C 4.7776 -0.3732 -1.9873
H 5.1308 0.9930 -3.6645
F 4.7774 -5.2614 -1.0021
H 0.2696 5.5959 1.3664
F 0.2393 -3.5286 -2.9398
C -0.2601 -10.7145 -3.7000
O 0.3884 -2.5132 -5.2793
H -7.2319 1.7598 6.5030
C 2.8249 1.0616 -2.1424
H -3.2038 -2.1953 1.1463
H -4.9156 3.2412 2.1352
H -1.1256 6.7455 1.0376
C -6.9849 4.3843 8.3523
N 3.3504 -0.2113 -2.3886
O -5.9895 2.8613 3.8751
O -3.9750 1.8827 4.2170
O -6.1870 4.6151 9.4031
F 8.6463 -2.2870 -3.0772
O -1.6852 5.0324 2.0435
C -6.3504 5.9061 9.9892
C -5.1594 1.9663 4.4214
C 8.3836 0.1804 -3.0091
H -0.2653 5.5076 -1.0553
H -7.3652 6.0315 10.3678
H 0.0185 -10.6012 -4.7480
C -3.7034 -0.9022 -1.8733
H 1.6197 3.6390 -2.5989
O -1.3571 -1.9045 -3.8211
H -6.1222 4.4486 2.5980
C -0.8196 5.6612 1.0969
C 1.4460 1.4196 -2.4516
C -0.9073 3.5050 -0.4133
H -2.0347 5.4346 -0.7004
H 1.3205 3.7839 -0.1603
O 0.7462 -10.1647 -2.8484
H -3.9381 -2.7501 -0.2056
F 4.8702 -5.0854 -3.1668
O 0.3760 -8.1414 -3.7959
C 0.5999 0.3521 -2.9993
H -6.1092 6.6891 9.2695
H 5.0818 -1.4497 -1.8971
F 9.3607 1.1504 -2.9943
F 7.4982 -1.4959 -1.2771
F 4.4993 -2.4209 -3.9126
C -5.3574 3.7739 2.9781
F 7.0272 1.2525 -1.2401
F 3.4536 -2.7445 -0.7721
C -7.5178 2.7620 6.7723
C -1.0797 5.0129 3.3384
C -3.0799 0.2150 -2.8174
O -1.0733 1.1911 -4.4073
H -4.3464 0.6146 6.5289
C 0.9080 2.8626 -2.2036
H -7.3232 3.4182 5.9252
H 0.6927 2.0476 -0.1726
F 9.3932 -0.1787 -0.7048
S 8.9814 -1.1927 -1.8885